ORCA calculation (ωB97M-V/def2-TZVPD) on C32H64AsF6HgO16S8 as an isolated structure.

CARTESIAN COORDINATES (ANGSTROEM)
Hg 1.84 2.73 2.17
As 0.55 -0.87 0.47
F 0.42 -2.42 -0.38
F 0.29 0.04 -1.10
F 0.68 0.69 1.38
F 0.86 -1.75 2.03
F 2.38 -0.82 0.22
F -1.21 -0.84 0.75
C -4.91 0.94 2.85
C -5.29 1.54 4.18
C -3.94 1.76 4.99
S -2.69 0.51 4.51
O -2.59 -0.52 5.57
O -1.55 1.16 3.83
C -3.76 -0.10 3.09
H -4.44 1.72 2.27
H -5.73 0.49 2.28
H -5.97 0.80 4.62
H -5.79 2.50 4.08
H -3.87 2.01 6.05
H -3.63 2.69 4.52
H -4.25 -0.99 3.49
H -3.21 -0.50 2.24
C -2.74 2.33 -0.83
C -3.63 3.32 -0.06
C -2.70 3.84 1.15
S -1.11 4.12 0.28
O 0.01 3.47 0.99
O -1.09 5.53 0.02
C -1.48 3.12 -1.26
H -3.16 1.94 -1.76
H -2.44 1.41 -0.33
H -4.57 2.85 0.23
H -3.85 4.20 -0.67
H -2.56 3.16 1.99
H -3.15 4.75 1.55
H -0.62 2.55 -1.63
H -1.73 3.90 -1.97
C 3.28 2.02 -3.60
C 4.07 3.32 -3.43
C 4.08 3.67 -1.99
S 2.43 3.34 -1.42
O 1.55 4.48 -1.73
O 2.39 2.73 -0.09
C 2.04 2.05 -2.70
H 3.84 1.10 -3.42
H 2.94 1.99 -4.64
H 3.49 4.13 -3.88
H 5.00 3.21 -4.00
H 4.41 4.63 -1.59
H 4.69 2.86 -1.57
H 1.11 2.38 -3.16
H 1.85 1.05 -2.30
C -1.12 -0.55 -3.76
C -1.23 -2.08 -3.38
C -2.40 -2.67 -4.09
S -2.81 -1.56 -5.53
O -4.10 -0.90 -5.25
O -2.54 -2.34 -6.74
C -1.44 -0.41 -5.23
H -0.13 -0.19 -3.47
H -1.79 0.08 -3.17
H -1.33 -2.27 -2.31
H -0.32 -2.63 -3.65
H -3.31 -2.62 -3.49
H -2.44 -3.68 -4.51
H -1.75 0.56 -5.61
H -0.60 -0.80 -5.80
C 6.27 -1.19 1.01
C 5.25 -2.11 1.72
C 4.63 -1.39 2.84
S 4.78 0.41 2.36
O 5.80 1.02 3.17
O 3.49 1.06 2.08
C 5.61 0.10 0.73
H 6.64 -1.59 0.06
H 7.16 -1.04 1.63
H 5.67 -3.06 2.06
H 4.53 -2.35 0.94
H 5.10 -1.55 3.81
H 3.57 -1.60 2.92
H 6.25 0.92 0.41
H 4.87 -0.03 -0.05
C -4.65 -1.68 -0.21
C -5.17 -0.92 -1.46
C -6.48 -1.47 -1.86
S -6.15 -3.23 -1.81
O -5.64 -3.61 -3.14
O -7.28 -4.01 -1.25
C -4.77 -3.15 -0.57
H -5.25 -1.36 0.65
H -3.63 -1.40 0.07
H -4.39 -1.05 -2.22
H -5.10 0.17 -1.39
H -6.91 -1.28 -2.84
H -7.27 -1.25 -1.14
H -3.87 -3.54 -1.05
H -5.00 -3.85 0.23
C 0.51 -1.45 6.49
C 0.32 -0.18 7.29
C 1.02 1.07 6.61
S 1.95 0.42 5.12
O 3.31 0.01 5.62
O 1.82 1.30 3.95
C 0.93 -1.11 5.00
H -0.40 -2.05 6.48
H 1.37 -1.98 6.91
H 0.62 -0.24 8.34
H -0.73 0.04 7.48
H 1.60 1.79 7.17
H 0.20 1.60 6.12
H 1.54 -1.79 4.41
H 0.00 -0.94 4.46
C 4.60 -2.39 -2.62
C 5.15 -2.09 -3.96
C 4.19 -2.66 -5.00
S 2.52 -2.37 -4.34
O 1.77 -3.64 -4.36
O 1.97 -1.16 -4.87
C 3.13 -2.04 -2.66
H 5.07 -1.86 -1.79
H 4.68 -3.44 -2.34
H 6.18 -2.43 -4.10
H 5.21 -1.01 -4.12
H 4.35 -3.74 -5.00
H 4.28 -2.24 -6.01
H 2.45 -2.50 -1.93
H 3.08 -0.99 -2.38

Net charge = +2
Maximum force = 4.27 eV/A
HOMO-LUMO gap (alpha / beta) = 6.71 / 2.56 eV
2S+1 = 2
⟨S²⟩ = 0.758
E = -234961.4373 eV
E_LUMO (alpha / beta) = -7.0106 / -11.1559 eV

---

ORCA calculation (ωB97M-V/def2-TZVPD) on C32H64AsIKN5O6SSi as an isolated structure.

CARTESIAN COORDINATES (ANGSTROEM)
K -0.02 0.18 -0.30
C 0.82 5.03 2.50
C -0.08 4.53 3.64
N -1.41 4.17 3.18
C -2.30 5.22 2.74
C -2.32 5.51 1.23
C -1.74 2.85 2.92
S -0.98 1.60 3.77
N -2.81 2.68 2.15
C -2.93 1.84 1.14
O -2.01 1.24 0.55
C -4.33 1.74 0.59
C -4.62 0.75 -0.35
C -5.88 0.66 -0.91
C -6.88 1.55 -0.54
C -6.60 2.54 0.39
C -5.34 2.63 0.96
H 1.85 5.14 2.85
H 0.48 5.99 2.13
H 0.81 4.31 1.68
H -0.16 5.30 4.42
H 0.35 3.63 4.08
H -2.02 6.13 3.28
H -3.31 4.94 3.05
H -1.36 5.90 0.89
H -3.11 6.24 1.01
H -2.53 4.59 0.69
H -3.83 0.07 -0.63
H -6.09 -0.12 -1.63
H -7.86 1.49 -0.99
H -7.37 3.24 0.68
H -5.11 3.40 1.69
C 4.25 -3.43 -0.78
C 3.27 -3.32 -1.95
C 3.43 -4.54 -2.88
C 3.57 -2.03 -2.73
O 1.98 -3.28 -1.39
Si 0.48 -3.02 -2.07
O -0.20 -1.76 -1.48
O -0.34 -4.49 -1.92
C -0.72 -5.13 -0.72
C -1.61 -4.22 0.14
C -1.51 -6.38 -1.12
C 0.50 -5.55 0.11
O 0.74 -2.99 -3.73
C -0.23 -3.15 -4.74
C -1.62 -2.64 -4.31
C -0.33 -4.63 -5.12
C 0.26 -2.33 -5.94
H 5.28 -3.55 -1.14
H 3.99 -4.29 -0.16
H 4.19 -2.53 -0.17
H 4.42 -4.55 -3.32
H 2.68 -4.47 -3.66
H 3.27 -5.46 -2.31
H 4.60 -2.01 -3.08
H 3.40 -1.18 -2.07
H 2.88 -1.96 -3.57
H -2.51 -3.95 -0.41
H -1.07 -3.31 0.38
H -1.89 -4.74 1.06
H -2.40 -6.09 -1.68
H -1.81 -6.94 -0.24
H -0.90 -7.02 -1.76
H 1.07 -4.66 0.37
H 1.14 -6.22 -0.48
H 0.18 -6.06 1.02
H -2.00 -3.27 -3.51
H -2.31 -2.65 -5.15
H -1.52 -1.63 -3.92
H -0.57 -5.20 -4.22
H 0.62 -4.98 -5.53
H -1.12 -4.79 -5.87
H 0.32 -1.28 -5.65
H -0.43 -2.42 -6.79
H 1.25 -2.66 -6.24
C -2.24 -2.19 3.74
N -0.82 -2.36 3.98
C -0.42 -1.76 5.25
C 0.01 -1.97 2.89
N -0.36 -1.32 1.86
N 1.33 -2.36 3.02
C 2.23 -1.92 1.97
C 1.65 -3.66 3.56
H -2.79 -2.71 4.52
H -2.49 -2.63 2.77
H -2.54 -1.13 3.75
H -0.71 -0.70 5.30
H 0.66 -1.83 5.37
H -0.92 -2.30 6.07
H -1.30 -0.94 1.94
H 2.10 -0.85 1.82
H 2.04 -2.42 1.02
H 3.25 -2.11 2.29
H 0.83 -4.02 4.19
H 2.56 -3.59 4.17
H 1.82 -4.40 2.77
I 3.92 3.60 -2.48
C 2.08 1.11 -3.69
As 1.12 2.21 -2.40
C 0.71 4.06 -2.94
C -0.65 1.50 -2.87
O 1.34 1.98 -0.81
H 2.22 1.66 -4.61
H 1.48 0.22 -3.87
H 3.05 0.82 -3.30
H 1.18 4.31 -3.89
H 1.10 4.72 -2.17
H -0.37 4.17 -3.02
H -0.88 1.67 -3.92
H -1.43 1.96 -2.25
H -0.64 0.42 -2.68

Net charge = -2
Maximum force = 1.83 eV/A
HOMO-LUMO gap = 6.30 eV
E = -157945.0687 eV
E_LUMO = 3.9296 eV

---

ORCA calculation (ωB97M-V/def2-TZVPD) on a 6-piece molecular cluster, C32H64FNO17S overall.

CARTESIAN COORDINATES (ANGSTROEM)
C 6.39 -2.48 0.65
C 6.51 -1.33 0.05
C 5.41 -0.29 -0.10
N 5.07 0.49 1.13
C 4.52 1.80 0.65
C 3.47 2.40 1.60
C 2.54 3.40 0.88
C 1.38 2.71 0.11
C 0.16 2.37 1.02
C -0.97 3.44 0.95
C -2.16 2.83 0.16
C -3.05 1.96 1.11
C -4.54 2.06 0.68
C -5.44 1.48 1.82
C -6.28 0.25 1.36
C -5.65 -1.02 1.97
C -6.24 -2.35 1.46
C -6.31 -2.46 -0.07
S 6.40 0.71 2.11
O 6.62 -0.39 2.95
O 7.52 1.22 1.42
F 5.89 1.87 3.06
H 7.29 -3.06 0.80
H 5.46 -2.94 0.98
H 7.46 -1.10 -0.42
H 5.65 0.33 -0.97
H 4.49 -0.85 -0.36
H 4.00 1.60 -0.29
H 5.32 2.51 0.41
H 2.87 1.59 2.03
H 3.92 2.95 2.43
H 3.10 4.11 0.25
H 2.05 4.02 1.65
H 1.00 3.44 -0.62
H 1.72 1.83 -0.45
H 0.45 2.21 2.07
H -0.25 1.43 0.65
H -1.31 3.75 1.95
H -0.65 4.33 0.39
H -1.73 2.17 -0.60
H -2.78 3.60 -0.32
H -2.74 0.91 1.10
H -2.97 2.38 2.12
H -4.82 3.08 0.42
H -4.64 1.45 -0.23
H -4.80 1.23 2.67
H -6.12 2.28 2.16
H -7.29 0.34 1.78
H -6.38 0.21 0.28
H -5.83 -0.95 3.06
H -4.55 -1.02 1.86
H -7.24 -2.53 1.87
H -5.60 -3.15 1.85
H -6.80 -3.40 -0.33
H -6.87 -1.65 -0.54
H -5.28 -2.53 -0.45
C 3.32 5.91 5.27
O 2.20 6.49 5.95
C 1.09 6.58 5.20
O 0.98 6.22 4.06
O 0.13 7.13 5.95
C -1.12 7.28 5.27
H 4.14 5.90 5.98
H 3.10 4.89 4.97
H 3.60 6.51 4.41
H -1.51 6.32 4.97
H -1.01 7.94 4.41
H -1.81 7.74 5.98
C 4.46 0.02 -4.32
O 3.34 0.60 -3.64
C 2.24 0.71 -4.38
O 2.11 0.37 -5.53
O 1.29 1.26 -3.61
C 0.03 1.44 -4.27
H 5.28 0.00 -3.61
H 4.23 -1.00 -4.63
H 4.76 0.62 -5.18
H -0.38 0.49 -4.58
H 0.13 2.11 -5.12
H -0.64 1.90 -3.54
C -3.50 4.34 -6.58
O -4.61 3.87 -5.81
C -4.27 3.18 -4.72
O -3.14 2.95 -4.35
O -5.39 2.81 -4.10
C -5.17 2.06 -2.90
H -3.90 4.88 -7.43
H -2.89 5.02 -5.99
H -2.90 3.51 -6.94
H -4.62 2.65 -2.17
H -4.63 1.13 -3.12
H -6.14 1.80 -2.49
C -5.68 -8.36 -0.92
O -5.51 -7.23 -0.07
C -4.62 -7.42 0.92
O -3.99 -8.42 1.12
O -4.56 -6.29 1.63
C -3.65 -6.34 2.73
H -6.42 -8.08 -1.67
H -4.74 -8.61 -1.42
H -6.05 -9.22 -0.36
H -2.63 -6.51 2.37
H -3.94 -7.12 3.44
H -3.69 -5.38 3.23
C 8.84 -6.46 -1.74
O 7.57 -6.08 -1.21
C 6.61 -6.99 -1.38
O 6.73 -8.06 -1.92
O 5.49 -6.51 -0.84
C 4.36 -7.39 -0.95
H 9.53 -5.65 -1.54
H 9.21 -7.37 -1.25
H 8.78 -6.62 -2.82
H 4.55 -8.32 -0.43
H 4.12 -7.57 -2.00
H 3.52 -6.88 -0.48

Net charge = 0
Maximum force = 1.75 eV/A
HOMO-LUMO gap = 10.49 eV
E = -84070.7641 eV
SMILES = C=CCN(CCCCCCCCCCCCCC)S(=O)(=O)F.COC(=O)OC.COC(=O)OC.COC(=O)OC.COC(=O)OC.COC(=O)OC
E_LUMO = 0.5128 eV